[1]
{"formula": "C27H55INO11S5", "method": "the ωB97M-V functional and the def2-TZVPD basis", "orbital_gap_ev": 8.8, "largest_force_ev_per_a": 0.8, "homo_ha": -0.4093, "charge": 1, "species": ["I", "C", "C", "C", "N", "C", "C", "O", "C", "C", "H", "H", "H", "H", "H", "H", "H", "H", "H", "H", "H", "H", "H", "H", "H", "C", "C", "C", "S", "O", "O", "C", "H", "H", "H", "H", "H", "H", "H", "H", "C", "C", "C", "S", "O", "O", "C", "H", "H", "H", "H", "H", "H", "H", "H", "C", "C", "C", "S", "O", "O", "C", "H", "H", "H", "H", "H", "H", "H", "H", "C", "C", "C", "S", "O", "O", "C", "H", "H", "H", "H", "H", "H", "H", "H", "C", "C", "C", "S", "O", "O", "C", "H", "H", "H", "H", "H", "H", "H", "H"], "xyz": [[3.067, 2.390, -0.980], [1.910, 3.651, -2.262], [0.438, 3.246, -2.219], [-0.195, 3.618, -3.552], [-1.708, 3.612, -3.598], [-2.262, 5.010, -3.670], [-2.305, 5.581, -2.287], [-3.291, 4.872, -1.563], [-2.781, 3.591, -1.277], [-2.413, 2.810, -2.535], [2.303, 3.493, -3.258], [2.045, 4.680, -1.964], [0.410, 2.167, -2.106], [-0.057, 3.688, -1.364], [0.154, 2.917, -4.303], [0.165, 4.595, -3.856], [-1.964, 3.182, -4.484], [-3.280, 4.915, -4.038], [-1.701, 5.603, -4.381], [-2.527, 6.640, -2.324], [-1.345, 5.479, -1.788], [-1.959, 3.651, -0.562], [-3.576, 3.025, -0.803], [-3.350, 2.503, -2.976], [-1.891, 1.894, -2.299], [-5.647, -2.404, -2.620], [-6.929, -1.566, -2.709], [-6.531, -0.096, -2.514], [-4.841, 0.037, -3.105], [-3.985, 0.374, -1.987], [-4.792, 0.832, -4.313], [-4.621, -1.692, -3.497], [-5.807, -3.427, -2.952], [-5.294, -2.438, -1.587], [-7.385, -1.696, -3.692], [-7.663, -1.870, -1.965], [-7.153, 0.587, -3.087], [-6.531, 0.191, -1.465], [-3.592, -1.977, -3.292], [-4.843, -1.815, -4.557], [1.737, -0.234, 1.819], [3.061, -0.966, 2.082], [2.738, -2.457, 2.264], [1.254, -2.758, 1.303], [0.173, -3.111, 2.191], [1.558, -3.578, 0.157], [1.006, -1.066, 0.772], [1.889, 0.786, 1.469], [1.149, -0.190, 2.739], [3.726, -0.837, 1.224], [3.574, -0.568, 2.956], [3.527, -3.106, 1.900], [2.515, -2.700, 3.300], [-0.061, -0.864, 0.711], [1.466, -0.961, -0.211], [-1.020, -6.136, 4.157], [-0.803, -5.114, 5.279], [-2.115, -5.012, 6.066], [-2.926, -6.608, 5.893], [-4.148, -6.425, 5.150], [-2.927, -7.295, 7.159], [-1.701, -7.335, 4.810], [-0.083, -6.419, 3.680], [-1.669, -5.709, 3.390], [-0.003, -5.459, 5.937], [-0.507, -4.144, 4.882], [-1.959, -4.817, 7.124], [-2.783, -4.263, 5.646], [-2.200, -7.998, 4.107], [-1.009, -7.899, 5.434], [1.069, 10.264, -1.116], [2.433, 9.559, -1.149], [2.174, 8.054, -0.986], [0.535, 7.763, -1.656], [-0.330, 7.328, -0.587], [0.625, 6.980, -2.876], [0.163, 9.465, -2.049], [1.142, 11.302, -1.432], [0.665, 10.248, -0.102], [2.919, 9.748, -2.107], [3.096, 9.925, -0.368], [2.890, 7.445, -1.534], [2.153, 7.753, 0.059], [-0.899, 9.643, -1.893], [0.422, 9.624, -3.095], [7.070, -7.087, 1.100], [5.721, -7.785, 0.878], [4.844, -7.486, 2.102], [5.406, -5.904, 2.740], [5.971, -6.100, 4.049], [4.385, -4.902, 2.524], [6.736, -5.673, 1.565], [7.673, -7.073, 0.194], [7.637, -7.608, 1.874], [5.247, -7.386, -0.021], [5.839, -8.858, 0.738], [3.789, -7.404, 1.853], [4.984, -8.220, 2.893], [7.559, -5.162, 2.059], [6.349, -5.065, 0.748]]}

[2]
{"formula": "C27H56BMnN5O8P2", "method": "the ωB97M-V functional and the def2-TZVPD basis", "orbital_gap_ev": [9.3, 8.1], "largest_force_ev_per_a": 1.1, "homo_ha": [-0.5031, -0.4589], "charge": 2, "spin_multiplicity": 4, "s2": 3.90, "species": ["Mn", "C", "C", "C", "O", "C", "O", "O", "H", "H", "H", "H", "H", "H", "H", "C", "N", "C", "P", "O", "O", "P", "O", "N", "C", "C", "N", "C", "C", "N", "C", "C", "H", "H", "H", "H", "H", "H", "H", "H", "H", "H", "H", "H", "H", "H", "H", "H", "H", "H", "H", "H", "H", "H", "H", "H", "C", "N", "C", "C", "C", "C", "C", "C", "C", "C", "H", "H", "H", "H", "H", "H", "H", "H", "H", "H", "H", "H", "H", "C", "C", "C", "O", "B", "O", "C", "C", "C", "H", "H", "H", "H", "H", "H", "H", "H", "H", "H", "H", "H"], "xyz": [[-0.011, 0.043, 0.453], [2.717, -0.728, 2.719], [2.183, 0.673, 2.483], [2.702, 1.671, 3.491], [0.728, 0.567, 2.592], [2.546, 1.104, 1.048], [3.646, 1.521, 0.771], [1.579, 0.957, 0.179], [2.537, -1.026, 3.753], [3.790, -0.749, 2.524], [2.222, -1.441, 2.055], [2.544, 1.312, 4.509], [2.210, 2.644, 3.374], [3.767, 1.825, 3.326], [0.397, 1.416, 2.910], [-0.712, -4.108, 2.814], [-1.164, -2.798, 2.320], [-1.568, -1.871, 3.390], [-1.747, -2.569, 0.828], [-1.623, -1.142, 0.353], [-0.818, -3.503, -0.104], [0.664, -3.089, -0.587], [1.016, -1.670, -0.289], [1.648, -4.096, 0.234], [1.436, -5.545, 0.105], [3.059, -3.722, 0.446], [0.559, -3.369, -2.196], [-0.197, -4.505, -2.747], [1.803, -3.100, -2.936], [-3.259, -3.092, 0.644], [-3.776, -4.221, 1.426], [-3.911, -2.908, -0.663], [-1.485, -4.600, 3.407], [0.163, -3.959, 3.445], [-0.430, -4.755, 1.989], [-2.458, -2.229, 3.913], [-1.767, -0.882, 2.986], [-0.748, -1.786, 4.101], [0.395, -5.772, -0.119], [1.693, -6.030, 1.047], [2.064, -5.972, -0.681], [3.187, -2.646, 0.370], [3.706, -4.213, -0.286], [3.369, -4.035, 1.443], [-1.102, -4.683, -2.174], [0.399, -5.421, -2.770], [-0.486, -4.264, -3.770], [2.349, -2.272, -2.483], [1.553, -2.827, -3.961], [2.454, -3.979, -2.968], [-3.405, -4.184, 2.446], [-3.512, -5.183, 0.979], [-4.861, -4.143, 1.466], [-3.476, -2.063, -1.194], [-4.970, -2.706, -0.508], [-3.812, -3.807, -1.277], [3.281, 3.503, -3.994], [1.951, 2.958, -3.578], [2.119, 1.707, -2.771], [1.054, 3.985, -2.881], [1.447, 4.225, -1.453], [2.548, 5.037, -1.191], [2.977, 5.263, 0.107], [2.290, 4.684, 1.162], [1.175, 3.903, 0.906], [0.729, 3.654, -0.396], [3.780, 2.756, -4.605], [3.865, 3.697, -3.101], [3.127, 4.416, -4.563], [1.456, 2.701, -4.430], [2.644, 1.938, -1.848], [2.680, 0.992, -3.367], [1.136, 1.315, -2.528], [0.043, 3.590, -2.960], [1.121, 4.893, -3.477], [3.063, 5.534, -2.006], [3.831, 5.901, 0.292], [2.617, 4.853, 2.181], [0.623, 3.480, 1.738], [-3.373, 1.229, 1.186], [-2.579, 2.362, 0.592], [-2.661, 3.590, 1.485], [-1.115, 2.043, 0.505], [-0.657, 2.946, -0.480], [-1.649, 3.307, -1.337], [-2.898, 2.676, -0.895], [-4.022, 3.669, -1.088], [-3.116, 1.433, -1.738], [-3.100, 1.093, 2.235], [-3.235, 0.297, 0.652], [-4.433, 1.494, 1.159], [-2.189, 3.367, 2.443], [-3.700, 3.859, 1.675], [-2.157, 4.454, 1.046], [-3.764, 4.648, -0.687], [-4.930, 3.315, -0.594], [-4.239, 3.782, -2.150], [-2.320, 0.700, -1.592], [-3.142, 1.721, -2.790], [-4.068, 0.959, -1.493]]}

[3]
{"formula": "C27H57F3N6O11S2", "method": "the ωB97M-V functional and the def2-TZVPD basis", "orbital_gap_ev": 8.7, "largest_force_ev_per_a": 8.8, "de_lowest_kcal_mol": 198.5, "homo_ha": -0.3293, "species": ["C", "C", "O", "C", "C", "C", "C", "C", "S", "O", "S", "O", "O", "O", "C", "C", "F", "F", "F", "H", "H", "H", "H", "H", "H", "H", "H", "H", "H", "H", "H", "H", "H", "H", "C", "N", "C", "C", "O", "H", "H", "H", "H", "H", "H", "H", "C", "N", "C", "C", "O", "H", "H", "H", "H", "H", "H", "H", "C", "N", "C", "C", "O", "H", "H", "H", "H", "H", "H", "H", "C", "N", "C", "C", "O", "H", "H", "H", "H", "H", "H", "H", "C", "N", "C", "C", "O", "H", "H", "H", "H", "H", "H", "H", "C", "N", "C", "C", "O", "H", "H", "H", "H", "H", "H", "H"], "xyz": [[2.636, -5.105, -0.220], [3.438, -3.796, -0.845], [2.637, -2.561, -0.873], [1.546, -2.626, -1.857], [0.126, -1.967, -1.372], [-1.086, -3.004, -0.867], [-2.500, -2.672, -1.626], [-3.795, -3.526, -1.099], [-3.707, -4.099, 0.681], [-0.305, -1.259, -2.623], [0.306, 0.364, -2.500], [-0.354, 1.452, -3.413], [1.826, 0.581, -2.847], [0.328, 0.634, -0.801], [0.101, -0.751, -0.275], [0.782, -0.939, 1.202], [1.009, -2.340, 1.624], [2.138, -0.284, 1.127], [0.031, -0.268, 2.311], [3.065, -5.465, 0.813], [1.477, -4.862, -0.124], [2.696, -5.997, -1.011], [3.965, -4.045, -1.882], [4.339, -3.591, -0.091], [1.921, -2.028, -2.814], [1.302, -3.717, -2.245], [-0.737, -4.093, -1.201], [-1.110, -2.896, 0.302], [-2.765, -1.511, -1.630], [-2.343, -2.960, -2.774], [-4.728, -2.784, -1.164], [-4.058, -4.471, -1.758], [-4.736, -3.450, 1.419], [-1.063, -0.681, -0.022], [0.633, 1.636, 4.637], [1.610, 1.826, 5.689], [3.018, 1.768, 5.354], [1.242, 2.059, 6.997], [2.014, 2.228, 7.933], [0.781, 0.648, 4.191], [0.778, 2.408, 3.876], [-0.386, 1.704, 5.028], [3.489, 0.969, 5.934], [3.486, 2.720, 5.620], [3.153, 1.577, 4.286], [0.150, 2.083, 7.141], [-5.694, 2.683, -2.743], [-4.317, 2.404, -2.391], [-3.263, 3.153, -3.043], [-3.979, 1.448, -1.457], [-2.839, 1.162, -1.113], [-5.830, 2.498, -3.813], [-5.909, 3.732, -2.522], [-6.382, 2.048, -2.179], [-2.603, 2.457, -3.568], [-2.682, 3.685, -2.283], [-3.682, 3.870, -3.754], [-4.855, 0.938, -1.024], [2.089, -9.498, -4.124], [1.995, -8.099, -3.763], [3.113, -7.225, -4.054], [0.876, -7.574, -3.152], [0.731, -6.404, -2.821], [2.943, -9.941, -3.602], [2.239, -9.576, -5.204], [1.180, -10.039, -3.848], [3.474, -6.786, -3.119], [2.773, -6.421, -4.714], [3.921, -7.781, -4.536], [0.087, -8.323, -2.976], [-1.758, 5.526, 1.193], [-3.035, 5.926, 0.639], [-3.670, 7.126, 1.144], [-3.663, 5.203, -0.352], [-4.739, 5.484, -0.863], [-1.876, 5.357, 2.268], [-1.032, 6.327, 1.025], [-1.394, 4.608, 0.723], [-4.650, 6.864, 1.554], [-3.811, 7.829, 0.318], [-3.057, 7.589, 1.922], [-3.094, 4.311, -0.662], [7.851, -4.371, -2.144], [7.148, -5.617, -2.368], [7.202, -6.643, -1.348], [6.430, -5.857, -3.521], [5.814, -6.885, -3.774], [8.915, -4.584, -2.009], [7.454, -3.898, -1.241], [7.726, -3.690, -2.991], [7.639, -7.550, -1.778], [6.185, -6.867, -1.013], [7.805, -6.311, -0.498], [6.454, -5.012, -4.229], [-3.987, 11.013, 5.915], [-3.745, 10.446, 4.604], [-4.857, 10.307, 3.687], [-2.491, 10.036, 4.204], [-2.217, 9.549, 3.114], [-4.716, 10.390, 6.441], [-4.387, 12.024, 5.794], [-3.065, 11.060, 6.501], [-4.970, 9.252, 3.422], [-4.642, 10.878, 2.778], [-5.781, 10.673, 4.142], [-1.720, 10.186, 4.977]]}

Q: Which formula does entry 2 have?
A: C27H56BMnN5O8P2